Entry i
The following is a DFT calculation (ωB97M-V with the def2-TZVPD basis set) of a structure of composition CH7O3.

frontier orbital gap: 0.317 Ha
LUMO: 4.436 eV
HOMO level: -4.19 eV

ORCA input file:
```
! wB97M-V def2-TZVPD RIJCOSX def2/J DEFGRID3
* xyz -1 1
C -0.640 -0.675 0.802
O 0.310 0.035 0.070
H -1.114 -1.461 0.195
H -0.217 -1.156 1.688
H -1.431 -0.033 1.171
H 0.553 -0.691 -0.917
H 1.646 -1.757 -1.498
O 0.813 -1.394 -1.821
H -0.435 2.928 -0.255
H 0.253 1.595 0.237
O 0.262 2.610 0.327
*
```

=====

Entry ii
The following is a DFT calculation (ωB97M-V with the def2-TZVPD basis set) of a cluster of 3 separate species, CH7O3 in total.

frontier orbital gap: 0.293 Ha
LUMO: 4.433 eV
HOMO level: -3.55 eV

ORCA input file:
```
! wB97M-V def2-TZVPD RIJCOSX def2/J DEFGRID3
* xyz -1 1
C 0.359 -1.297 -0.777
O 0.479 -0.116 -0.090
H -0.623 -1.489 -1.283
H 1.034 -1.293 -1.659
H 0.493 -2.206 -0.170
H -1.025 0.043 0.448
H -2.346 0.796 0.152
O -1.966 0.179 0.772
H 1.267 2.471 0.463
H 0.987 1.027 0.917
O 1.342 1.885 1.229
*
```

=====

Short version: entry i is the most stable of them.

=====

Entry i
The following is a DFT calculation (ωB97M-V with the def2-TZVPD basis set) of a cluster of 6 separate species, H11O6 in total.

frontier orbital gap: 0.316 Ha
LUMO: 3.737 eV
HOMO level: -4.87 eV

ORCA input file:
```
! wB97M-V def2-TZVPD RIJCOSX def2/J DEFGRID3
* xyz -1 1
O -0.453 0.323 -0.594
H 0.177 0.867 -1.147
O -0.396 1.223 1.764
H -1.061 1.211 2.444
H -0.677 0.693 0.956
O -2.916 0.083 -1.178
H -3.015 -0.605 -1.828
H -1.986 -0.038 -0.794
O 1.696 -3.984 -2.712
H 0.648 -4.067 -2.658
H 1.906 -3.489 -1.950
O 2.094 -1.270 -0.747
H 1.353 -0.616 -0.508
H 2.745 -0.609 -0.495
O 0.270 3.428 3.473
H -0.386 4.074 3.214
H 0.001 2.776 2.762
*
```

=====

Entry ii
The following is a DFT calculation (ωB97M-V with the def2-TZVPD basis set) of a structure of composition H11O6.

frontier orbital gap: 0.344 Ha
LUMO: 3.918 eV
HOMO level: -5.45 eV

ORCA input file:
```
! wB97M-V def2-TZVPD RIJCOSX def2/J DEFGRID3
* xyz -1 1
O 1.849 -0.177 -0.868
H 2.501 0.380 -0.405
O 1.519 -2.086 1.095
H 1.732 -2.229 0.150
H 1.862 -1.184 1.328
O 0.214 1.313 -1.801
H 0.462 1.429 -2.735
H 1.097 0.566 -1.292
O -0.644 0.394 0.966
H -1.048 0.820 0.180
H 0.221 0.147 0.640
O -2.009 2.446 -1.032
H -2.323 1.749 -0.493
H -1.100 2.215 -1.399
O -1.709 -2.050 2.223
H -1.064 -2.538 1.696
H -1.560 -1.194 1.746
*
```

=====

Short version: entry ii is the most stable of them.

=====

Entry i
The following is a DFT calculation (ωB97M-V with the def2-TZVPD basis set) of the ion C5H11N with charge +1.

frontier orbital gap (alpha / beta): 0.480 / 0.304 Ha
LUMO (alpha / beta): -3.213 / -7.930 eV
HOMO level (alpha / beta): -16.28 / -16.20 eV

ORCA input file:
```
! wB97M-V def2-TZVPD RIJCOSX def2/J DEFGRID3
* xyz 1 2
N -0.693 -0.618 -0.732
C -1.695 -0.249 0.246
C -0.858 0.163 1.462
C 0.509 0.590 0.891
C 0.470 0.222 -0.606
C 1.742 -0.343 -1.227
H -1.055 -0.734 -1.682
H -2.332 0.546 -0.175
H -2.335 -1.109 0.446
H -0.770 -0.711 2.107
H -1.323 0.919 2.086
H 1.328 0.092 1.404
H 0.675 1.656 1.024
H 0.175 1.153 -1.130
H 2.380 0.419 -1.660
H 1.487 -1.089 -1.986
H 2.294 -0.908 -0.468
*
```

=====

Entry ii
The following is a DFT calculation (ωB97M-V with the def2-TZVPD basis set) of the ion C5H11N with charge +1.

frontier orbital gap (alpha / beta): 0.284 / 0.143 Ha
LUMO (alpha / beta): -5.231 / -9.000 eV
HOMO level (alpha / beta): -12.95 / -12.90 eV

ORCA input file:
```
! wB97M-V def2-TZVPD RIJCOSX def2/J DEFGRID3
* xyz 1 2
C -1.778 0.041 -0.113
C -0.377 -0.426 -0.409
C 0.670 0.669 -0.010
C 2.898 0.371 0.968
C 2.010 0.203 -0.108
N -2.790 -0.884 -0.636
H -1.970 0.995 -0.624
H -1.857 0.369 0.930
H -0.138 -1.400 0.045
H -0.277 -0.791 -1.439
H 0.345 1.100 0.934
H 0.435 1.428 -0.778
H 3.922 0.019 1.001
H 2.642 1.051 1.776
H 2.403 -0.235 -0.992
H -2.483 -1.825 -0.400
H -3.653 -0.685 -0.143
*
```

=====

Short version: entry i is the most stable of them.

=====

Entry i
The following is a DFT calculation (ωB97M-V with the def2-TZVPD basis set) of the ion C7H15N2 with charge +1.

frontier orbital gap: 0.335 Ha
structure (SMILES): [H]/N=C/[C@H](C)[N+](=C)C(C)C
LUMO: -4.834 eV
HOMO level: -13.96 eV

ORCA input file:
```
! wB97M-V def2-TZVPD RIJCOSX def2/J DEFGRID3
* xyz 1 1
H 2.631 -2.856 0.718
N 1.906 -2.163 0.431
C 2.333 -1.055 0.029
C 1.377 0.142 -0.321
C 2.194 1.486 -0.174
N -0.085 0.366 0.095
C -0.516 1.507 0.659
C -1.194 -0.594 -0.301
C -2.342 0.217 -1.027
C -1.775 -1.240 0.937
H 3.300 -0.747 -0.130
H 1.302 0.074 -1.411
H 1.443 2.168 -0.405
H 2.979 1.649 -0.831
H 2.548 1.683 0.894
H -1.595 1.640 0.642
H 0.249 2.247 0.943
H -0.871 -1.238 -1.093
H -3.104 0.589 -0.185
H -2.039 0.977 -1.694
H -3.006 -0.468 -1.521
H -1.086 -2.067 1.336
H -2.592 -1.859 0.639
H -2.054 -0.457 1.772
*
```

=====

Entry ii
The following is a DFT calculation (ωB97M-V with the def2-TZVPD basis set) of the ion C7H15N2 with charge +1.

frontier orbital gap: 0.224 Ha
LUMO: -6.417 eV
HOMO level: -12.52 eV

ORCA input file:
```
! wB97M-V def2-TZVPD RIJCOSX def2/J DEFGRID3
* xyz 1 1
C 0.263 -1.290 -0.037
C -0.323 0.036 0.605
C -1.739 0.319 0.500
C 0.007 1.814 2.385
C 0.740 -2.055 -2.374
C 0.253 0.278 -1.947
C 0.621 0.625 1.570
N 0.669 -2.506 0.292
N 0.363 -1.010 -1.359
H -1.986 1.365 0.758
H -2.310 -0.003 1.318
H -2.133 -0.131 -0.432
H -0.980 2.110 2.001
H 0.595 2.684 2.179
H -0.003 1.699 3.507
H 1.603 -1.745 -2.833
H 0.744 -2.920 -1.860
H -0.088 -1.908 -3.134
H 1.365 0.413 -2.390
H -0.362 0.199 -2.888
H 0.013 1.101 -1.168
H 1.059 -0.323 2.034
H 1.438 1.009 1.057
H 0.620 -2.904 1.243
*
```

=====

Short version: entry i is the most stable of them.

=====

Entry i
The following is a DFT calculation (ωB97M-V with the def2-TZVPD basis set) of an isolated molecule of CH5N3.

frontier orbital gap: 0.389 Ha
structure (SMILES): Cn1[nH][nH]1
LUMO: 0.933 eV
HOMO level: -9.66 eV

ORCA input file:
```
! wB97M-V def2-TZVPD RIJCOSX def2/J DEFGRID3
* xyz 0 1
C -0.756 0.154 0.695
N -0.332 -0.636 -0.659
N 0.619 -0.079 -1.485
N 1.061 -0.990 -0.485
H -1.726 0.634 0.433
H -1.018 -0.546 1.379
H -0.102 0.974 1.079
H 0.912 0.957 -1.231
H 1.340 -0.470 0.274
*
```

=====

Entry ii
The following is a DFT calculation (ωB97M-V with the def2-TZVPD basis set) of an isolated molecule of CH5N3.

frontier orbital gap: 0.352 Ha
structure (SMILES): N=C(N)N
LUMO: 0.820 eV
HOMO level: -8.75 eV

ORCA input file:
```
! wB97M-V def2-TZVPD RIJCOSX def2/J DEFGRID3
* xyz 0 1
N -0.741 -0.991 0.620
C -0.010 -0.099 0.057
N 0.063 0.083 -1.299
N 0.690 0.807 0.837
H -1.390 -1.372 -0.137
H -0.280 -0.725 -1.897
H 0.288 1.036 -1.732
H 1.114 1.612 0.503
H 0.247 0.750 1.807
*
```

=====

Short version: entry ii is the most stable of them.

=====

Entry i
The following is a DFT calculation (ωB97M-V with the def2-TZVPD basis set) of a structure of composition C44H39Cl2CsF7N5O4Sb.

frontier orbital gap (alpha / beta): 0.172 / 0.120 Ha
LUMO (alpha / beta): 3.266 / 1.838 eV
HOMO level (alpha / beta): -1.42 / -1.42 eV

ORCA input file:
```
! wB97M-V def2-TZVPD RIJCOSX def2/J DEFGRID3
* xyz -2 2
Cs 1.106 0.312 0.337
C -3.191 -3.644 -0.078
C -2.301 -2.558 -0.182
N -1.945 -1.815 0.839
C -2.438 -2.099 2.066
C -3.328 -3.190 2.285
C -3.693 -3.956 1.154
C -3.817 -3.468 3.580
C -3.417 -2.665 4.626
C -2.575 -1.569 4.439
C -2.061 -1.225 3.172
N -1.208 -0.234 2.934
C -1.199 0.955 3.569
C -2.332 1.578 4.112
C -2.286 2.878 4.632
C -1.128 3.611 4.648
C 0.051 3.035 4.124
C 1.281 3.729 4.085
C 2.396 3.117 3.588
C 2.283 1.795 3.125
N 1.157 1.123 3.122
C 0.037 1.716 3.597
H -3.461 -4.212 -0.961
H -1.865 -2.301 -1.145
H -4.374 -4.792 1.286
H -4.495 -4.301 3.731
H -3.770 -2.887 5.629
H -2.272 -0.970 5.288
H -3.273 1.044 4.072
H -3.199 3.317 5.024
H -1.102 4.625 5.028
H 1.319 4.756 4.430
H 3.340 3.642 3.520
H 3.156 1.261 2.752
C -1.636 2.966 -5.039
C -1.793 3.533 -3.621
C -0.571 3.229 -2.775
C -3.107 3.107 -3.001
C -4.099 4.069 -2.876
C -5.342 3.770 -2.345
C -5.592 2.489 -1.893
C -4.640 1.482 -1.996
C -4.935 0.140 -1.342
C -6.101 -0.605 -2.003
C -5.221 0.334 0.150
C -3.393 1.781 -2.606
N -2.381 0.828 -2.751
C -2.525 -0.231 -3.529
C -3.636 -0.435 -4.397
C -3.681 -1.483 -5.283
C -2.637 -2.403 -5.345
C -1.532 -2.258 -4.511
C -1.472 -1.201 -3.635
F -0.354 -1.101 -2.896
H -0.743 3.380 -5.516
H -2.504 3.212 -5.657
H -1.531 1.879 -5.014
H -1.852 4.620 -3.705
H -0.457 2.157 -2.615
H -0.643 3.722 -1.810
H 0.316 3.606 -3.278
H -3.876 5.084 -3.182
H -6.095 4.543 -2.253
H -6.550 2.266 -1.436
H -4.045 -0.481 -1.417
H -7.010 0.003 -1.981
H -6.298 -1.536 -1.466
H -5.885 -0.855 -3.040
H -6.148 0.894 0.301
H -4.407 0.876 0.634
H -5.324 -0.634 0.643
H -4.433 0.294 -4.364
H -4.532 -1.590 -5.944
H -2.670 -3.219 -6.055
H -0.707 -2.958 -4.538
Cl 5.508 0.737 -1.343
C 3.979 1.066 -2.190
Cl 2.981 2.218 -1.298
H 3.448 0.123 -2.274
H 4.222 1.497 -3.153
F 0.494 3.836 1.010
Sb 0.784 5.682 0.648
F -0.848 5.745 -0.315
F 1.699 5.214 -0.946
F 1.055 7.519 0.242
F 2.432 5.672 1.586
F -0.105 6.152 2.251
O 2.994 -1.691 -1.696
C 3.430 -1.857 -0.534
O 3.046 -1.300 0.516
C 4.597 -2.838 -0.395
C 5.505 -2.985 -1.435
C 6.597 -3.836 -1.310
C 6.773 -4.575 -0.154
C 5.842 -4.442 0.866
C 4.768 -3.571 0.770
N 6.014 -5.248 2.078
O 5.081 -5.337 2.849
O 7.089 -5.804 2.251
H 5.340 -2.419 -2.341
H 7.313 -3.927 -2.117
H 7.606 -5.249 -0.025
H 4.076 -3.447 1.591
*
```

=====

Entry ii
The following is a DFT calculation (ωB97M-V with the def2-TZVPD basis set) of a structure of composition C44H39Cl2CsF7N5O4Sb.

frontier orbital gap (alpha / beta): 0.182 / 0.132 Ha
LUMO (alpha / beta): 3.365 / 2.002 eV
HOMO level (alpha / beta): -1.58 / -1.58 eV

ORCA input file:
```
! wB97M-V def2-TZVPD RIJCOSX def2/J DEFGRID3
* xyz -2 2
Cs 0.282 1.005 -1.289
C -2.930 2.860 2.288
C -2.403 2.108 1.216
N -2.406 0.799 1.169
C -2.923 0.131 2.220
C -3.460 0.782 3.349
C -3.462 2.196 3.354
C -3.929 0.029 4.457
C -3.836 -1.341 4.459
C -3.326 -2.013 3.347
C -2.903 -1.323 2.192
N -2.368 -1.908 1.110
C -2.534 -3.241 0.819
C -3.724 -3.941 0.940
C -3.830 -5.278 0.511
C -2.758 -5.930 -0.031
C -1.526 -5.249 -0.197
C -0.378 -5.855 -0.762
C 0.763 -5.121 -0.907
C 0.762 -3.770 -0.485
N -0.270 -3.189 0.065
C -1.410 -3.904 0.211
H -2.892 3.939 2.240
H -1.949 2.651 0.397
H -3.865 2.722 4.211
H -4.307 0.563 5.321
H -4.128 -1.907 5.334
H -3.205 -3.085 3.384
H -4.595 -3.434 1.331
H -4.781 -5.787 0.612
H -2.836 -6.961 -0.358
H -0.430 -6.890 -1.081
H 1.659 -5.543 -1.343
H 1.642 -3.148 -0.619
C 0.148 -0.599 4.500
C 1.263 -0.133 5.437
C 1.279 1.392 5.548
C 2.592 -0.773 5.077
C 3.216 -1.554 6.046
C 4.373 -2.263 5.774
C 4.873 -2.234 4.482
C 4.279 -1.473 3.479
C 4.794 -1.681 2.065
C 5.296 -0.457 1.303
C 3.727 -2.424 1.251
C 3.159 -0.660 3.784
N 2.584 0.190 2.832
C 3.034 1.447 2.825
C 4.054 1.998 3.659
C 4.447 3.325 3.594
C 3.861 4.223 2.714
C 2.843 3.739 1.885
C 2.461 2.427 1.956
F 1.455 2.042 1.096
H -0.815 -0.225 4.857
H 0.100 -1.691 4.466
H 0.330 -0.236 3.487
H 1.023 -0.517 6.437
H 1.408 1.861 4.574
H 2.093 1.736 6.192
H 0.331 1.741 5.973
H 2.769 -1.608 7.036
H 4.856 -2.857 6.542
H 5.741 -2.837 4.229
H 5.652 -2.356 2.173
H 4.472 0.177 0.976
H 5.848 -0.787 0.418
H 5.963 0.155 1.913
H 2.832 -1.807 1.145
H 3.445 -3.365 1.737
H 4.111 -2.658 0.257
H 4.543 1.342 4.370
H 5.240 3.659 4.258
H 4.176 5.257 2.658
H 2.335 4.375 1.169
Cl 1.893 0.799 -6.575
C 1.293 1.512 -5.057
Cl -0.310 0.891 -4.652
H 1.201 2.580 -5.208
H 1.989 1.258 -4.261
F -1.788 2.177 -2.014
Sb -2.269 3.936 -2.595
F -0.649 3.969 -3.583
F -1.328 4.592 -1.081
F -2.699 5.687 -3.162
F -3.836 3.841 -1.533
F -3.197 3.197 -4.065
O 3.080 0.544 -2.604
C 2.706 -0.624 -2.358
O 1.600 -0.987 -1.908
C 3.706 -1.737 -2.668
C 3.242 -2.990 -3.041
C 4.123 -4.023 -3.337
C 5.489 -3.818 -3.252
C 5.932 -2.554 -2.886
C 5.076 -1.504 -2.608
N 7.385 -2.331 -2.809
O 7.781 -1.258 -2.404
O 8.124 -3.234 -3.167
H 2.170 -3.140 -3.087
H 3.744 -4.995 -3.632
H 6.203 -4.599 -3.464
H 5.444 -0.523 -2.349
*
```

=====

Entry iii
The following is a DFT calculation (ωB97M-V with the def2-TZVPD basis set) of a structure of composition C44H39Cl2CsF7N5O4Sb.

frontier orbital gap (alpha / beta): 0.180 / 0.137 Ha
LUMO (alpha / beta): 3.302 / 2.134 eV
HOMO level (alpha / beta): -1.59 / -1.59 eV

ORCA input file:
```
! wB97M-V def2-TZVPD RIJCOSX def2/J DEFGRID3
* xyz -2 2
Cs 1.424 -0.154 0.500
C -2.257 -4.424 -0.079
C -1.487 -3.250 -0.160
N -1.322 -2.414 0.835
C -1.904 -2.685 2.030
C -2.703 -3.848 2.215
C -2.864 -4.711 1.108
C -3.300 -4.129 3.465
C -3.077 -3.255 4.501
C -2.310 -2.101 4.353
C -1.683 -1.751 3.138
N -0.878 -0.712 2.927
C -0.935 0.413 3.700
C -2.084 0.960 4.266
C -2.104 2.249 4.826
C -0.988 3.036 4.870
C 0.225 2.519 4.357
C 1.418 3.277 4.343
C 2.568 2.727 3.858
C 2.517 1.404 3.383
N 1.426 0.681 3.345
C 0.269 1.214 3.810
H -2.352 -5.070 -0.943
H -0.981 -3.006 -1.088
H -3.468 -5.605 1.229
H -3.900 -5.024 3.585
H -3.507 -3.463 5.476
H -2.150 -1.470 5.217
H -3.015 0.413 4.206
H -3.047 2.631 5.204
H -1.014 4.048 5.254
H 1.389 4.304 4.686
H 3.485 3.296 3.794
H 3.415 0.934 2.988
C -0.770 2.363 -5.200
C -0.753 3.266 -3.965
C 0.598 3.200 -3.249
C -1.921 3.020 -3.028
C -2.878 4.012 -2.868
C -3.953 3.850 -2.008
C -4.067 2.690 -1.267
C -3.138 1.662 -1.391
C -3.190 0.479 -0.443
C -4.444 -0.375 -0.624
C -3.075 0.973 0.999
C -2.093 1.824 -2.312
N -1.164 0.775 -2.480
C -1.602 -0.317 -3.125
C -2.813 -0.429 -3.856
C -3.122 -1.584 -4.541
C -2.254 -2.676 -4.521
C -1.057 -2.607 -3.814
C -0.753 -1.449 -3.141
F 0.372 -1.386 -2.439
H -0.003 2.687 -5.907
H -1.738 2.394 -5.707
H -0.555 1.326 -4.938
H -0.884 4.294 -4.322
H 0.815 2.186 -2.916
H 0.623 3.856 -2.379
H 1.396 3.510 -3.929
H -2.759 4.943 -3.412
H -4.675 4.648 -1.887
H -4.871 2.585 -0.548
H -2.327 -0.165 -0.621
H -5.348 0.205 -0.419
H -4.418 -1.215 0.073
H -4.518 -0.774 -1.639
H -3.930 1.597 1.273
H -2.171 1.565 1.150
H -3.022 0.127 1.681
H -3.475 0.427 -3.882
H -4.047 -1.644 -5.102
H -2.508 -3.582 -5.056
H -0.366 -3.438 -3.766
Cl 5.959 0.492 -1.259
C 4.376 0.761 -2.027
Cl 3.370 1.888 -1.108
H 3.880 -0.208 -2.077
H 4.559 1.202 -2.999
F 0.798 3.382 1.030
Sb 0.960 5.262 0.812
F -0.563 5.249 -0.318
F 2.068 4.992 -0.705
F 1.113 7.141 0.580
F 2.504 5.279 1.915
F -0.129 5.543 2.336
O 3.439 -2.136 -1.488
C 3.894 -2.286 -0.333
O 3.473 -1.769 0.723
C 5.123 -3.195 -0.203
C 5.700 -3.753 -1.336
C 6.832 -4.553 -1.244
C 7.404 -4.805 -0.009
C 6.812 -4.242 1.111
C 5.685 -3.443 1.042
N 7.422 -4.512 2.425
O 6.886 -4.053 3.411
O 8.458 -5.158 2.452
H 5.232 -3.533 -2.287
H 7.274 -4.978 -2.136
H 8.287 -5.417 0.101
H 5.238 -3.003 1.922
*
```

=====

Short version: entry iii is the most stable of them.